Density functional theory data (ωB97M-V with the def2-TZVPD basis set) for an isolated molecule of C5H7NO.

Bonds (Å) are listed after each position.
Geometry (Å):
1 O 0.124 -0.545 -2.212  C6 1.202
2 N 0.404 -1.335 1.075  C3 1.483, C4 1.448, H14 1.027
3 C -0.402 -0.467 0.182  N2 1.483, C4 1.495, C5 1.523, C6 1.490
4 C 0.743 0.070 0.981  N2 1.448, C3 1.495, C7 1.541, H10 1.087
5 C -1.764 0.190 0.000  C3 1.523, H8 1.110, H12 1.088, H13 1.089
6 C 0.371 -0.253 -1.073  O1 1.202, C3 1.490, C7 1.530
7 C 1.419 0.563 -0.314  C4 1.541, C6 1.530, H9 1.103, H11 1.084
8 H -1.600 0.949 -0.792  C5 1.110
9 H 1.161 1.631 -0.407  C7 1.103
10 H 0.658 0.618 1.915  C4 1.087
11 H 2.460 0.397 -0.566  C7 1.084
12 H -2.090 0.749 0.875  C5 1.088
13 H -2.546 -0.453 -0.402  C5 1.089
14 H 1.074 -1.955 0.604  N2 1.027

Summary:
SMILES string	C[C@]12N[C@H]1CC2=O
lowest unoccupied orbital energy	0.032	hartree
2S+1	1
ΔE to the lowest compared entry with this formula, charge and spin	281.2	kJ/mol
molecular weight	97.12	g/mol